Here is a structure of composition C48H50BBiCl2N7O8PS from the OMol25 dataset. Energies are from wB97M-V/def2-TZVPD.

Properties
Energy above the lowest of the compared OMol25 structures with the same formula, charge and spin = 213.2 kJ/mol
F_max = 0.51 eV Å⁻¹
DFT total energy = -129084.329 eV
LUMO = -0.01 eV

Structure (ORCA input):
```
! wB97M-V def2-TZVPD RIJCOSX def2/J DEFGRID3
* xyz 0 1
Bi 1.019 -1.266 1.133
Cl 4.253 3.357 2.235
Cl 3.251 2.690 4.899
S 2.940 -3.068 1.789
P 3.915 -0.133 -1.285
O 0.385 -3.019 -0.596
O -0.531 1.767 -1.203
O 2.257 0.807 1.695
O -0.017 -3.153 2.090
O -1.122 3.410 0.288
O 3.607 0.156 3.365
O 3.079 -1.067 -0.474
O -5.184 -3.350 -1.897
N -3.324 -1.974 -0.617
N -2.590 -1.197 0.345
N -0.848 0.778 3.010
N -0.861 0.233 1.773
N 1.691 -0.877 5.662
N 0.812 -0.816 3.503
N 0.569 -4.329 1.863
C -3.241 0.145 -2.364
C 0.953 0.231 6.117
C -2.623 0.045 0.058
C 0.239 -6.662 1.569
C -0.587 3.990 -0.842
C -3.866 -3.187 0.026
C -1.805 0.964 0.943
C 0.071 0.829 5.221
C 0.314 7.155 -2.735
C 2.994 2.475 3.162
C -1.241 -1.469 -2.100
C 4.081 -0.685 -2.987
C -5.085 -5.361 1.177
C -2.487 -2.225 -1.841
C 0.685 -2.956 -1.859
C 2.058 -3.544 -3.783
C 0.398 4.677 -3.276
C -3.321 0.623 -1.114
C -0.031 0.280 3.858
C -0.488 2.432 6.938
C 1.785 -3.634 -2.431
C -5.994 -4.144 -2.759
C -0.246 -5.401 1.759
C 2.434 -5.736 1.551
C -0.402 5.328 -1.099
C 1.654 7.342 -3.463
C 1.116 0.710 7.407
C 0.309 8.070 -1.508
C -4.156 -4.629 1.896
C 2.986 0.989 2.719
C 0.206 3.324 -3.004
C -2.511 -1.065 -2.813
C -5.436 -4.989 -0.116
C 1.270 -2.769 -4.638
C -0.270 3.009 -1.754
C 0.396 1.819 7.818
C -0.645 1.941 5.653
C -0.829 7.577 -3.670
C 5.581 0.019 -0.635
C 1.916 -4.441 1.745
C -0.110 -2.182 -2.747
C 0.191 -2.081 -4.098
C 3.285 1.533 -1.381
C -4.837 -3.879 -0.693
C -3.532 -3.530 1.316
C 0.115 5.686 -2.348
C 1.621 -6.834 1.467
C 1.624 -1.285 4.382
B -1.110 2.046 0.038
H 0.438 2.556 -3.730
H 6.010 -0.977 -0.523
H -0.664 8.086 -1.014
H 1.649 6.890 -4.456
H -5.558 -5.136 -2.889
H -1.783 7.587 -3.139
H -4.144 -1.437 -0.935
H 3.507 -5.819 1.457
H 2.321 1.490 -1.885
H 3.082 -0.853 -3.395
H -0.932 -0.765 -1.339
H -1.291 -5.164 1.833
H -2.506 1.508 1.592
H -1.048 3.304 7.252
H 0.526 2.202 8.822
H 1.499 -2.699 -5.693
H -2.767 -2.969 1.837
H -2.571 -3.235 -2.210
H -3.896 -4.911 2.908
H 2.909 -4.082 -4.187
H 2.046 -7.817 1.311
H 5.532 0.494 0.346
H 4.611 -1.638 -3.002
H 1.857 8.407 -3.592
H 0.776 4.950 -4.253
H -0.453 -7.488 1.490
H -6.183 -5.548 -0.658
H -5.567 -6.220 1.626
H -3.822 1.570 -0.943
H 1.816 0.224 8.079
H -2.616 -1.316 -3.860
H -0.434 -1.466 -4.740
H 2.477 6.904 -2.894
H 1.062 7.765 -0.778
H 3.960 2.185 -1.936
H 2.476 -1.190 6.207
H 4.618 0.047 -3.593
H -1.320 2.414 4.952
H -6.019 -3.626 -3.712
H -3.751 0.702 -3.141
H -0.653 6.060 -0.345
H 2.317 -2.065 4.086
H 6.203 0.618 -1.302
H 2.047 2.939 2.914
H 3.131 1.908 -0.368
H -0.918 6.889 -4.513
H -0.646 8.579 -4.067
H -7.010 -4.234 -2.373
H 0.533 9.093 -1.817
H 2.416 -4.217 -1.769
*
```

Results of the Löwdin charge analysis, in e, for atoms 1 through 8: Bi 1.86; Cl 0.56; Cl 0.62; S 0.67; P 0.54; O -0.25; O 0.18; O -0.22